ORCA calculation (ωB97M-V with the def2-TZVPD basis set) on an isolated molecule of C5H7NO.

Calculated values
Total charge ... 0
E_LUMO ... 0.94 eV
SMILES string ... CN[C@]12O[C@@]13C[C@H]32
HOMO ... -9.08 eV
Kohn-Sham gap ... 10.017 eV
ΔE to the lowest compared entry with this formula, charge and spin ... 124.6 kcal/mol
Largest force on an atom ... 1.22 eV/Å

```
14
Properties=species:S:1:pos:R:3:forces:R:3
C -0.0064 1.5527 1.7518 -0.03 0.13 0.08
N 0.3242 0.2313 1.2054 -0.27 0.05 -0.07
C 0.4403 0.1311 -0.1878 -0.19 -0.31 0.06
O -0.3764 0.8138 -0.9865 -0.03 0.00 -0.11
C -0.9375 -0.6489 -0.9057 -0.48 -0.13 -0.63
C -0.1171 -1.2963 -1.9748 0.05 0.00 -0.23
C 0.7188 -1.1109 -0.7497 0.13 -0.11 0.18
H -0.5196 1.3836 2.7020 0.10 0.09 -0.13
H 0.8997 2.1293 1.9654 -0.12 -0.16 -0.13
H -0.6673 2.1329 1.0950 0.14 -0.09 0.10
H -0.5407 -0.3485 1.1978 0.49 0.29 1.08
H 0.0987 -0.7237 -2.8705 0.13 -0.02 0.03
H -0.3959 -2.3370 -2.1305 0.13 0.17 -0.14
H 1.0792 -1.9093 -0.1119 -0.06 0.10 -0.10
```
Positions in Å, forces in eV/Å.


ORCA calculation (ωB97M-V with the def2-TZVPD basis set) on a cluster of 2 separate species, C5H7NO in total.

Calculated values
Total charge ... 0
E_LUMO ... -0.99 eV
SMILES string ... CC1=CC=NC1=O.[H][H]
HOMO ... -10.08 eV
Kohn-Sham gap ... 9.093 eV
ΔE to the lowest compared entry with this formula, charge and spin ... 46.6 kcal/mol
Largest force on an atom ... 0.62 eV/Å

```
14
Properties=species:S:1:pos:R:3:forces:R:3
C 0.0034 -1.6172 0.0145 -0.04 -0.04 0.00
C -0.2385 -0.2034 0.4098 -0.14 0.03 0.10
C -1.2482 0.3954 1.0425 0.13 -0.16 -0.10
C -0.8787 1.8404 1.1575 0.14 0.14 -0.04
N 0.2549 2.1551 0.6518 -0.29 -0.12 0.11
C 0.7665 0.9076 0.1318 0.50 -0.08 -0.25
O 1.8220 0.7872 -0.4289 -0.53 0.06 0.33
H -0.8363 -2.2587 0.2940 0.11 0.10 -0.03
H 0.9120 -1.9943 0.4966 -0.11 0.06 -0.07
H 0.1649 -1.6934 -1.0662 -0.01 0.04 0.17
H -2.1657 -0.0436 1.4172 0.14 0.06 -0.06
H -1.5094 2.5892 1.6335 0.09 -0.09 -0.07
H 1.3471 -0.6597 -3.1417 0.02 0.04 -0.01
H 1.6060 -0.2047 -2.6123 -0.02 -0.07 -0.07
```
Positions in Å, forces in eV/Å.